Molecular formula: C25H34N6O
Method: DFT, ωB97M-V with the def2-TZVPD basis set

```
! wB97M-V def2-TZVPD RIJCOSX def2/J DEFGRID3
* xyz 0 1
C -3.803 1.889 -2.465
C -3.039 1.479 -1.209
N -1.678 1.944 -1.252
C -1.193 3.122 -0.817
C 0.157 3.151 -1.113
C 1.136 4.233 -0.769
N 1.692 4.224 0.573
C 0.755 4.333 1.668
C 0.214 2.989 2.188
C 1.395 2.082 2.540
N 0.965 0.857 3.176
N 1.151 0.785 4.502
C 0.597 -0.341 4.899
C 0.029 -1.031 3.825
C 0.280 -0.229 2.727
N -0.018 -0.457 1.391
C -0.718 -1.539 0.922
O -1.339 -2.290 1.639
C -0.603 -1.710 -0.578
C 0.777 -2.270 -0.947
C 1.023 -3.666 -0.358
C 0.095 -4.684 -0.960
C 0.396 -5.269 -2.184
C -0.468 -6.184 -2.759
C -1.646 -6.523 -2.117
C -1.955 -5.944 -0.899
C -1.090 -5.029 -0.323
C 2.281 1.903 1.308
C 2.759 3.295 0.858
C 0.393 1.923 -1.769
C 1.651 1.418 -2.385
N -0.727 1.217 -1.835
H -3.836 2.973 -2.556
H -4.819 1.509 -2.421
H -3.313 1.481 -3.346
H -3.014 0.389 -1.128
H -3.517 1.893 -0.318
H -1.820 3.844 -0.334
H 1.976 4.197 -1.467
H 0.638 5.202 -0.892
H 1.278 4.830 2.494
H -0.070 4.974 1.356
H -0.394 3.163 3.077
H -0.411 2.508 1.435
H 1.988 2.576 3.320
H 0.625 -0.623 5.932
H -0.490 -1.965 3.831
H 0.404 0.154 0.708
H -0.746 -0.755 -1.091
H -1.373 -2.412 -0.901
H 0.849 -2.323 -2.036
H 1.558 -1.592 -0.591
H 2.058 -3.951 -0.558
H 0.880 -3.630 0.723
H 1.317 -5.009 -2.687
H -0.220 -6.634 -3.710
H -2.321 -7.239 -2.565
H -2.874 -6.204 -0.393
H -1.337 -4.574 0.625
H 1.724 1.449 0.488
H 3.138 1.270 1.542
H 3.362 3.730 1.664
H 3.393 3.208 -0.027
H 1.499 0.396 -2.722
H 1.913 2.034 -3.245
H 2.485 1.448 -1.686
*
```

- Orbital gap: 8.9 eV
- SMILES string: CCn1cc(CN2CCC(n3nccc3NC(=O)CCCc3ccccc3)CC2)c(C)n1
- LUMO energy: 0.6 eV
- HOMO level: -8.2 eV